Record 1
# C32H33F3N6O3PtS2Si

C32H33F3N6O3PtS2Si as an isolated structure (the ωB97M-V functional and the def2-TZVPD basis, the Open Molecules 2025 dataset).

Geometry (Å):
Pt1 -0.1155 0.0474 -0.3238
N1 4.9646 5.7971 -2.0323
C1 4.5729 4.4539 -1.8340
C2 5.2920 3.6368 -0.9647
C3 4.8704 2.3403 -0.7177
C4 3.7318 1.8481 -1.3391
C5 3.0270 2.6490 -2.2237
C6 3.4434 3.9476 -2.4656
S1 3.1807 0.1862 -1.0184
O1 2.6085 -0.2861 -2.2500
O2 4.3282 -0.5097 -0.4886
N2 1.9606 0.2183 0.0686
C7 2.2017 0.6853 1.3330
N3 1.1629 0.6335 2.1948
C8 1.3516 1.1141 3.4035
C9 2.5567 1.6614 3.8307
C10 3.5553 1.6775 2.8763
N4 3.4023 1.2066 1.6526
H1 5.9643 5.9257 -1.9878
H2 4.5977 6.1851 -2.8883
H3 6.1725 4.0282 -0.4647
H4 5.4068 1.6966 -0.0367
H5 2.1463 2.2605 -2.7086
H6 2.8622 4.5824 -3.1255
H7 0.4909 1.0697 4.0675
H8 2.7011 2.0599 4.8251
H9 4.5318 2.1049 3.1014
C11 1.4004 6.1350 2.0803
C12 0.3857 5.0409 1.8879
C13 -0.5517 4.7312 2.8684
C14 -1.4107 3.6861 2.5698
N5 -1.3579 2.9932 1.4466
C15 -0.3940 3.3280 0.5640
S2 -0.1983 2.4181 -0.9002
N6 0.4603 4.3619 0.7549
H10 0.9888 6.9711 2.6492
H11 1.7583 6.4785 1.1113
H12 2.2606 5.7434 2.6293
H13 -0.6119 5.2768 3.8014
H14 -2.1892 3.3913 3.2716
C16 -6.0920 -0.0408 -1.7160
C17 -4.7270 0.5147 -1.3119
C18 -4.1891 1.4151 -2.4293
C19 -4.8711 1.3500 -0.0342
Si1 -3.3900 -0.8083 -0.9708
O3 -2.1159 -0.0223 -0.4635
C20 -3.1076 -1.7725 -2.5798
C21 -1.8942 -1.5864 -3.2488
C22 -1.6237 -2.2359 -4.4459
C23 -2.5650 -3.0878 -5.0078
C24 -3.7773 -3.2885 -4.3620
C25 -4.0383 -2.6364 -3.1630
C26 -4.0508 -1.9482 0.4010
C27 -5.1612 -2.7916 0.3197
C28 -5.5837 -3.5504 1.4053
C29 -4.8973 -3.4782 2.6093
C30 -3.7881 -2.6489 2.7138
C31 -3.3724 -1.8965 1.6234
H15 -6.7935 0.7854 -1.9011
H16 -6.5245 -0.6657 -0.9300
H17 -6.0354 -0.6312 -2.6356
H18 -4.8747 2.2578 -2.5996
H19 -4.0913 0.8682 -3.3721
H20 -3.2084 1.8168 -2.1625
H21 -5.5797 2.1745 -0.2020
H22 -3.9065 1.7717 0.2586
H23 -5.2516 0.7461 0.7960
H24 -1.1459 -0.9340 -2.8093
H25 -0.6679 -2.0825 -4.9328
H26 -2.3517 -3.5998 -5.9398
H27 -4.5176 -3.9571 -4.7889
H28 -4.9899 -2.8170 -2.6745
H29 -5.7168 -2.8699 -0.6084
H30 -6.4475 -4.1998 1.3094
H31 -5.2206 -4.0702 3.4586
H32 -3.2353 -2.5953 3.6448
H33 -2.4970 -1.2601 1.7013
F1 -1.1231 -2.6416 0.0194
C32 0.0507 -1.9151 0.0590
F2 0.5808 -2.2480 1.2836
F3 0.8624 -2.5708 -0.8341

Forces on atoms 1 to 2 (eV/Å):
0.27 0.12 0.15
-0.01 -0.03 -0.01

For the LUMO energy, the calculation gives 4.44 eV. The calculation puts the HOMO energy at -1.968 eV. Its total charge is -2. For the energy above the lowest of the compared OMol25 structures with the same formula, charge and spin, the calculation gives 14.80 kcal per mole.

These are the Löwdin partial charges, in e, on atoms 1 to 6: 0.877 0.067 -0.336 -0.049 -0.076 -0.280

---

Record 2
# C19H26Cl2F2O15

A 6-piece molecular cluster, C19H26Cl2F2O15 overall in a non-equilibrium geometry (the ωB97M-V functional and the def2-TZVPD basis, the Open Molecules 2025 dataset).

Geometry (Å):
C1 -4.4797 -15.8783 -8.2592
C2 -2.9727 -15.7549 -8.7357
C3 -2.2168 -14.4780 -8.2857
O1 -1.1340 -14.9029 -7.4989
C4 -1.2525 -16.2857 -7.3654
O2 -0.5917 -16.9501 -6.5910
O3 -2.2458 -16.7762 -8.0751
H1 -4.7631 -16.8923 -8.5410
H2 -5.2493 -15.2190 -8.6606
H3 -4.4552 -15.7099 -7.1825
H4 -2.8385 -15.7968 -9.8166
H5 -2.8294 -13.8712 -7.6188
H6 -2.0347 -13.8013 -9.1205
C5 -12.6563 -9.2181 -11.4249
C6 -11.3507 -8.7652 -12.0809
C7 -11.0713 -7.2395 -11.8821
O4 -9.7925 -7.1899 -11.3089
C8 -9.4499 -8.3782 -10.8370
O5 -8.4318 -8.6301 -10.1616
O6 -10.3225 -9.2858 -11.2555
H7 -13.5133 -9.2023 -12.0982
H8 -12.8916 -8.6220 -10.5431
H9 -12.4970 -10.2000 -10.9793
H10 -11.2267 -9.1244 -13.1025
H11 -11.8368 -6.6608 -11.3653
H12 -11.0547 -6.8438 -12.8976
C9 -13.3827 -14.9765 -10.0349
C10 -12.6794 -13.6310 -10.2080
C11 -13.1301 -12.5277 -9.2395
O7 -11.9879 -12.0424 -8.6908
C12 -10.9425 -12.9090 -8.9233
O8 -9.7505 -12.7177 -8.6882
O9 -11.3599 -13.8317 -9.7378
H13 -12.6550 -15.7674 -10.2166
H14 -14.1166 -15.0452 -10.8379
H15 -13.8051 -15.1553 -9.0461
H16 -12.6274 -13.3053 -11.2469
H17 -13.8278 -12.8665 -8.4737
H18 -13.7286 -11.7935 -9.7789
C13 -7.1524 -11.4849 -10.5108
Cl1 -7.7566 -11.4565 -12.1987
Cl2 -6.6116 -13.0607 -9.9385
H19 -6.3389 -10.7606 -10.5535
H20 -7.9531 -11.1221 -9.8663
C14 -6.7219 -6.5827 -12.1029
C15 -5.7583 -6.7100 -10.9313
O10 -4.6335 -5.9753 -11.2728
C16 -4.7058 -5.7465 -12.5815
O11 -3.7903 -5.2411 -13.2757
O12 -5.8458 -6.1241 -13.0940
F1 -5.3878 -7.9543 -10.9387
H21 -7.5159 -5.8431 -11.9998
H22 -7.2079 -7.5334 -12.3217
H23 -6.1388 -6.5818 -9.9180
C17 -5.9495 -9.2411 -5.6231
C18 -6.0198 -9.6975 -7.0462
O13 -5.2970 -8.6897 -7.7076
C19 -5.1403 -7.6302 -6.8745
O14 -4.6000 -6.5352 -7.2711
O15 -5.6466 -7.8491 -5.6796
F2 -7.2732 -9.7845 -7.4171
H24 -5.1992 -9.7655 -5.0315
H25 -6.8802 -9.3272 -5.0624
H26 -5.5446 -10.6781 -7.0215

Forces on atoms 1 to 2 (eV/Å):
1.53 -0.15 -0.45
-1.23 1.61 0.08

For the LUMO energy (spin up / spin down), the calculation gives 1.82 / 1.73 eV. The calculation puts the HOMO energy (spin up / spin down) at 0.324 / -8.402 eV. The spin multiplicity is 2. Its total charge is -1.

These are the Löwdin partial charges, in e, on atoms 1 to 6: 0.001 -0.272 -0.127 0.060 -0.529 0.129

---

Record 3
# C24H30ClFN2O3S

A 2-piece molecular cluster, C24H30ClFN2O3S overall in a non-equilibrium geometry (the ωB97M-V functional and the def2-TZVPD basis, the Open Molecules 2025 dataset).

Geometry (Å):
C1 0.0347 -0.7917 3.4673
C2 1.4044 -1.7348 3.6069
O1 1.6204 -2.4084 4.7688
O2 2.3025 -1.7607 2.4416
C3 1.7873 -2.6219 1.3627
C4 2.2192 -2.0690 -0.1536
C5 0.8725 -2.3034 -1.1170
C6 0.1823 -3.8259 -1.1572
C7 -1.1935 -4.1603 -2.0464
C8 -1.8602 -2.8952 -2.9041
C9 -1.1174 -1.3965 -2.8813
C10 0.2322 -1.0659 -2.0117
C11 0.8334 0.4745 -2.0521
C12 -0.2470 1.5822 -1.4170
C13 -0.3916 2.9311 -2.3662
C14 0.5186 4.1891 -1.7941
C15 2.1422 3.9139 -1.9852
N1 2.8893 4.2044 -0.6744
S1 -2.0189 -0.0810 -3.9357
C16 -3.8485 -0.4568 -3.5289
C17 -4.1943 -2.0898 -3.4263
C18 -5.7565 -2.4749 -3.0235
C19 -6.8398 -1.2654 -2.7698
C20 -6.4728 0.3378 -2.8794
Cl1 -7.6991 1.6895 -2.5367
C21 -4.9347 0.7431 -3.2762
F1 -4.5035 2.1858 -3.3681
N2 -3.1305 -3.1306 -3.6910
H1 -0.8793 -1.2335 4.0528
H2 -0.1569 -0.7001 2.3008
H3 0.2493 0.2995 3.8501
H4 2.2811 -3.6958 1.5308
H5 0.6111 -2.6805 1.4690
H6 3.0757 -2.7645 -0.5476
H7 2.4971 -0.9332 -0.0929
H8 0.6357 -4.7508 -0.5535
H9 -1.6963 -5.2318 -2.0826
H10 0.9430 0.7380 -3.2114
H11 1.8769 0.5953 -1.5265
H12 -1.3131 1.0499 -1.3545
H13 0.0159 1.8918 -0.3170
H14 -0.1866 2.6979 -3.4979
H15 -1.5221 3.3023 -2.2971
H16 0.1946 5.2087 -2.3151
H17 0.3053 4.3632 -0.6342
H18 2.3702 2.8051 -2.3172
H19 2.5957 4.6340 -2.7957
H20 2.6412 3.4380 -0.0031
H21 2.5208 5.1207 -0.2807
H22 -6.0351 -3.6098 -2.9372
H23 -7.9367 -1.5362 -2.4542
H24 -2.8627 -2.9787 -4.7097
C22 3.5428 1.3825 7.1694
C23 3.6945 1.3370 5.6724
C24 3.8460 -0.0164 5.0312
O3 3.6948 2.3663 4.9990
H25 3.4432 2.4242 7.4925
H26 2.6448 0.8361 7.4685
H27 4.4270 0.9516 7.6457
H28 2.9616 -0.6252 5.2350
H29 4.7438 -0.5097 5.4122
H30 3.9459 0.1047 3.9473

Forces on atoms 1 to 2 (eV/Å):
1.02 -0.07 -1.05
-0.17 -2.66 4.93

For the LUMO energy, the calculation gives -0.62 eV. The calculation puts the HOMO energy at -8.520 eV.

These are the Löwdin partial charges, in e, on atoms 1 to 6: -0.008 -0.285 -0.040 -0.135 -0.183 -0.109

---

Calculated total energy, respectively: -89755.5818, -81315.4007, -60550.6090 eV.